Formula: C33H25F3N5O6S
Source: the Open Molecules 2025 dataset
Level of theory: ωB97M-V with the def2-TZVPD basis set

LUMO (eV): -5.752
HOMO-LUMO gap (eV): 5.2

Geometry as ORCA input:
```
! wB97M-V def2-TZVPD RIJCOSX def2/J DEFGRID3
* xyz 1 1
N -2.14252 -4.68382 -1.98902
N -2.49192 -3.37571 -1.62611
N -3.23833 -3.16703 -0.46512
N -3.49367 -1.82153 -0.21546
C -2.78421 -1.11688 -1.39029
C -2.72135 0.54201 -1.59400
C -1.50781 1.05152 -0.59012
C -0.97170 2.56935 -0.89931
F -0.80191 3.23236 0.44362
F 0.39632 2.48494 -1.52042
F -1.82038 3.35901 -1.82188
N -2.16268 -2.18221 -2.30655
C -1.40071 -1.98709 -3.59850
S 0.00787 -0.75554 -3.51671
O 1.13124 -1.20740 -2.52174
O 0.60247 -0.67316 -4.97284
H -2.04704 -5.22673 -1.07886
H -1.13675 -4.62594 -2.33110
H -3.77209 1.01339 -1.34103
H -2.48548 0.76551 -2.73063
H -0.60790 0.29158 -0.76357
H -1.88899 0.92212 0.52969
H -2.13239 -1.70917 -4.49910
H -0.94279 -3.04601 -3.90062
H -0.36009 0.55341 -3.16642
C 7.47601 7.13816 -5.77900
C 7.26458 5.79758 -6.10016
C 6.27411 5.06907 -5.43947
C 5.50014 5.67984 -4.44528
C 5.72818 7.01317 -4.10711
C 6.71079 7.74764 -4.78369
C 4.95161 7.65342 -3.02587
O 5.14886 8.82565 -2.73061
C 3.94078 6.85855 -2.30026
C 3.23802 7.43590 -1.23460
C 2.27082 6.69538 -0.55161
C 1.99665 5.38305 -0.93564
C 2.69915 4.80355 -1.99324
C 3.68013 5.54005 -2.67042
C 4.44270 4.90655 -3.76428
O 4.20560 3.75171 -4.09940
H 8.24168 7.70854 -6.30028
H 7.86961 5.31906 -6.86706
H 6.11117 4.02435 -5.69910
H 6.88519 8.79289 -4.53451
H 3.44378 8.46097 -0.93048
H 1.73001 7.14392 0.27894
H 1.23820 4.80835 -0.40848
H 2.48311 3.77689 -2.28425
C -2.45226 -5.83483 9.04176
C -1.55809 -4.81605 8.71380
C -1.49609 -4.33601 7.40461
C -2.32270 -4.88499 6.41678
C -3.19912 -5.92032 6.73945
C -3.27247 -6.38865 8.05778
C -4.04003 -6.54056 5.69531
O -4.81274 -7.44768 5.97863
C -3.92989 -6.05806 4.30421
C -4.67868 -6.67587 3.29402
C -4.59051 -6.21707 1.97795
C -3.76395 -5.13709 1.66920
C -3.01264 -4.52336 2.67255
C -3.08866 -4.99145 3.99106
C -2.26301 -4.35871 5.03859
O -1.53280 -3.41248 4.76724
H -2.50717 -6.20268 10.06401
H -0.90981 -4.39315 9.47805
H -0.79929 -3.53691 7.15701
H -3.96408 -7.18738 8.31999
H -5.32884 -7.51760 3.52720
H -5.16882 -6.70160 1.19420
H -3.70058 -4.77485 0.64540
H -2.36580 -3.68386 2.42313
*
```

Per-atom Mulliken charges, elementary charge units: -0.79 0.63 -0.02 -0.47 0.00 -0.37 -0.81 0.90 -0.26 -0.23 -0.26 0.22 -0.44 0.90 -0.52 -0.54 0.38 0.34 0.40 0.27 0.36 0.38 0.37 0.34 0.12 -0.46 -0.48 -0.53 0.23 0.15 -0.56 0.65 -0.67 0.18 -0.55 -0.67 -0.11 -0.69 0.20 0.54 -0.70 0.39 0.39 0.44 0.46 0.46 0.40 0.36 0.55 -0.47 -0.48 -0.55 0.28 0.16 -0.57 0.72 -0.66 0.15 -0.55 -0.99 -0.05 -0.52 -0.13 0.53 -0.69 0.40 0.40 0.44 0.46 0.47 0.40 0.87 0.50